No. 1
{
  "formula": "C24H32O24",
  "method": "the ωB97M-V functional and the def2-TZVPD basis",
  "relative_energy_ev": 5.508,
  "orbital_gap_ev": 10.89,
  "e_tot_ev": -74542.3100,
  "smiles": "O=C1OCCO1.O=C1OCCO1.O=C1OCCO1.O=C1OCCO1.O=C1OCCO1.O=C1OCCO1.O=C1OCCO1.O=C1OCCO1",
  "multiplicity": 1,
  "e_lumo_ev": 0.147,
  "homo_ha": -0.3948,
  "elements": ["O", "C", "C", "H", "O", "H", "H", "C", "C", "H", "H", "O", "H", "C", "O", "H", "C", "O", "H", "C", "C", "C", "H", "C", "H", "C", "H", "H", "O", "H", "O", "C", "O", "O", "C", "H", "O", "C", "H", "C", "C", "O", "H", "O", "C", "O", "H", "C", "H", "O", "O", "O", "O", "H", "H", "H", "H", "O", "H", "C", "H", "O", "C", "H", "C", "H", "H", "C", "H", "H", "H", "O", "O", "O", "C", "C", "O", "H", "H", "O"],
  "xyz": [[-5.6496, -4.7021, 4.2919], [-1.8512, 0.2874, 0.1214], [-6.0728, 6.0263, -4.0468], [-4.1869, -6.3911, -1.4967], [-7.2400, 4.1353, -3.1176], [-4.4048, -7.3545, 3.8630], [3.2736, -9.6068, 6.6351], [6.0989, 6.4488, -5.2895], [-4.4943, -4.3877, 3.7851], [-5.7563, 4.9644, -2.1211], [-6.8917, -5.8355, 3.0578], [2.1823, -8.0931, 5.7307], [-4.9946, -7.0122, 2.2707], [-6.1089, -5.9730, 3.8039], [4.0781, -7.3118, 4.6676], [-5.2320, 4.0061, -3.4008], [-0.2195, -1.3172, -0.0978], [-2.5049, -7.2946, -3.4687], [0.3816, 5.5110, -2.4616], [3.2332, -8.5218, 6.5389], [-4.7828, -6.5484, 3.2342], [5.1297, 3.6252, 4.1513], [7.0443, 5.7891, -7.1851], [-8.1398, 5.0066, -3.5812], [1.1716, 0.3625, -0.5515], [1.1342, 6.5223, -0.7364], [4.1782, 1.5949, 4.6830], [0.2227, -2.1027, -0.7106], [-7.4806, 6.0838, -4.1570], [2.0249, 5.9265, -0.9358], [-3.9557, -5.4115, 3.1713], [5.1185, 4.5498, -5.1305], [1.9925, -6.6597, 3.8118], [-0.6579, 0.9202, 0.4503], [5.2681, 2.8232, 2.1182], [5.8875, 1.7417, 4.9309], [1.3155, 7.8684, -1.0535], [-3.3956, -6.4260, -4.0596], [-5.6355, 6.8215, -3.4430], [5.0701, 2.0909, 4.3000], [0.1813, 8.3239, -1.6180], [-2.9281, 0.7585, 0.1783], [5.5625, 7.0486, -6.0247], [-0.0333, 9.4887, -1.8230], [2.6599, -7.2715, 4.6481], [-0.6636, 7.3302, -1.9453], [5.1060, -7.3743, 6.3281], [4.4722, -8.0615, 5.7676], [0.8872, -0.0242, 1.1841], [-9.3538, 4.9369, -3.4277], [6.0219, 4.4913, -6.1275], [5.1025, 3.9296, 2.8020], [5.3434, 1.7469, 2.9587], [6.1165, 3.8822, 4.5364], [-3.1648, -5.1591, -1.0568], [4.4750, 4.2523, 4.7565], [6.7517, 7.0853, -4.6922], [-1.6446, -1.0544, -0.2907], [3.1387, -8.1222, 7.5486], [-0.0343, 6.0384, -1.6031], [-6.3294, -6.7394, 4.5470], [-4.0015, -3.2539, 3.8822], [-2.2268, -6.8560, -2.1348], [0.9899, 6.3410, 0.3286], [-6.0072, 4.7322, -3.1561], [7.8631, 5.1300, -5.7234], [-0.6622, 5.2568, -1.1755], [6.9182, 5.4634, -6.1525], [-1.2302, -6.4515, -2.3112], [-5.5473, 6.0830, -5.0001], [4.9892, -8.9645, 5.4430], [5.4648, 2.6146, 0.9425], [-3.7436, -5.3589, -3.1373], [-3.6619, -6.4135, -5.2256], [-3.3384, -5.8344, -1.8946], [0.4445, 0.0300, 0.1895], [5.1163, 5.7311, -4.5734], [-2.2455, -7.6916, -1.4351], [-0.2061, -1.8859, 0.8319], [4.2678, 3.6663, -4.9169]],
  "forces_ev_per_angstrom": [[-2.7, -0.8, 1.2], [0.9, -1.5, -0.4], [0.0, -1.5, 1.7], [-0.3, -0.4, 0.1], [-1.6, -0.5, -0.7], [0.5, 0.4, 0.2], [-0.4, 0.0, -0.2], [1.5, 2.8, -1.3], [1.9, 4.6, 0.4], [0.0, 0.6, 0.1], [0.0, 0.1, 0.2], [-0.6, 1.9, -2.6], [0.5, 0.4, -0.3], [1.7, -0.8, -0.3], [-3.6, 0.4, -0.8], [-0.2, -0.1, -0.6], [-1.0, -1.2, 1.9], [-2.1, 0.3, -0.6], [-0.2, 0.7, -0.7], [0.8, 0.0, 0.2], [-1.5, -0.3, -0.4], [1.0, 0.2, 3.0], [0.2, 0.3, 0.2], [-2.4, 1.1, 0.5], [-0.4, 0.4, -0.1], [0.3, -2.2, 0.6], [-0.4, 0.4, -0.4], [-0.2, 0.9, -1.3], [-1.4, 0.3, -0.3], [0.2, 0.3, -0.4], [1.6, -1.2, -1.3], [-4.0, -4.0, -0.5], [2.2, -2.4, 3.4], [-1.2, -0.9, -1.4], [1.4, -3.1, -2.0], [0.1, 0.1, -0.1], [-0.1, 0.2, 0.0], [1.1, 1.6, -0.5], [-0.6, 0.4, 0.0], [0.2, 0.5, -0.1], [-0.2, 1.7, -0.5], [-0.1, 0.5, 0.1], [-0.1, 0.4, 0.3], [0.1, -1.1, 0.1], [-0.4, 0.5, -1.2], [0.1, -1.7, 0.3], [0.3, -0.5, 0.3], [1.3, -0.3, 1.1], [0.7, -0.1, -0.4], [3.3, 0.1, -0.9], [-2.6, -5.2, -0.5], [-0.8, 1.0, -1.0], [-0.3, -0.6, -0.2], [0.2, 0.3, -0.2], [0.5, 0.9, -0.8], [-0.6, -0.3, -0.5], [-0.5, -0.1, 0.4], [1.5, 2.2, 0.0], [0.0, 0.3, -0.1], [0.9, 0.6, -0.2], [-0.9, 1.0, 0.6], [-1.1, -3.4, -0.4], [0.4, 0.7, -0.9], [-0.5, 0.6, 0.2], [3.4, 0.2, 0.5], [0.2, 0.2, 0.0], [-0.6, 0.9, 0.5], [0.9, 2.5, 1.2], [0.1, 0.3, 1.1], [-0.4, -0.7, -0.2], [0.4, 0.3, -0.1], [-0.7, 1.6, 1.4], [0.9, -1.6, -2.0], [-0.2, -0.2, 1.8], [-0.5, -1.6, 2.0], [-0.2, -0.4, 1.0], [1.3, 0.6, 0.7], [0.1, 0.1, -0.1], [0.0, 0.2, 0.5], [3.1, 2.6, -0.5]],
  "lowdin_charge": [0.088, -0.503, -0.099, 0.120, 0.079, 0.127, 0.125, -0.109, -0.603, 0.128, 0.133, 0.026, 0.125, -0.078, 0.035, 0.129, -0.119, 0.033, 0.122, -0.160, -0.120, -0.134, 0.140, -0.499, 0.129, -0.156, 0.126, 0.127, 0.037, 0.130, 0.088, -0.538, 0.127, 0.035, -0.558, 0.125, 0.078, -0.453, 0.121, -0.114, -0.574, 0.176, 0.133, 0.148, -0.376, 0.068, 0.132, -0.166, 0.126, 0.131, 0.061, 0.103, 0.044, 0.128, 0.134, 0.135, 0.134, 0.027, 0.128, -0.071, 0.127, 0.112, -0.113, 0.127, -0.151, 0.134, 0.128, -0.173, 0.132, 0.125, 0.128, 0.144, 0.038, 0.164, -0.186, -0.115, 0.111, 0.131, 0.117, 0.107]
}

No. 2
{
  "formula": "C5H6O",
  "method": "the ωB97M-V functional and the def2-TZVPD basis",
  "relative_energy_ev": 2.863,
  "orbital_gap_ev": 9.68,
  "e_tot_ev": -7326.4219,
  "smiles": "CC=C=O.C#C",
  "multiplicity": 1,
  "e_lumo_ev": 0.835,
  "homo_ha": -0.3251,
  "elements": ["C", "C", "C", "O", "C", "C", "H", "H", "H", "H", "H", "H"],
  "xyz": [[1.1785, 0.0437, -1.0748], [1.2734, 0.9618, 0.1186], [-2.0160, -1.0943, 0.7504], [-0.9129, -0.8542, -2.0715], [-1.8022, -0.4244, 1.7266], [0.0632, -0.4222, -1.5856], [2.0804, -0.2889, -1.5798], [1.7853, 0.4667, 0.9517], [0.2848, 1.2688, 0.4694], [-2.1856, -1.6676, -0.1360], [-1.6219, 0.1597, 2.6021], [1.8411, 1.8635, -0.1358]],
  "forces_ev_per_angstrom": [[-0.1, -0.1, -0.1], [0.0, 0.1, 0.1], [0.1, 0.3, 0.5], [0.8, 0.4, 0.4], [-0.1, -0.3, -0.4], [-0.4, -0.2, -0.3], [-0.1, 0.0, 0.0], [-0.1, 0.1, -0.1], [0.1, -0.1, -0.1], [0.0, 0.1, 0.2], [0.0, -0.1, -0.1], [-0.1, -0.1, 0.0]],
  "lowdin_charge": [-0.150, -0.111, -0.004, 0.131, -0.001, -0.216, 0.108, 0.072, 0.060, 0.022, 0.021, 0.070]
}

No. 3
{
  "formula": "C2H9NPS",
  "method": "the ωB97M-V functional and the def2-TZVPD basis",
  "relative_energy_ev": 2.544,
  "orbital_gap_ev": 10.12,
  "e_tot_ev": -23824.5213,
  "multiplicity": 1,
  "e_lumo_ev": -3.409,
  "total_charge": 1,
  "homo_ha": -0.4971,
  "elements": ["C", "H", "H", "H", "H", "N", "H", "H", "H", "S", "P", "H", "H", "C"],
  "xyz": [[-0.5036, -0.8456, -0.9806], [-1.1893, -1.0759, -1.7537], [-2.4241, -0.3845, 0.8235], [0.1405, 1.2023, 0.4347], [3.0599, 1.0104, -0.3886], [-0.7776, 1.1086, 1.0978], [-0.0488, -1.8397, -0.7938], [-0.8399, -1.0075, 1.5431], [3.0320, -0.0575, -2.1704], [0.6551, 0.4521, -1.3384], [2.5716, -0.3361, -0.9869], [-0.5736, 1.1133, 2.0567], [-1.3203, 1.9680, 0.8106], [-1.3663, -0.2499, 0.9286]],
  "forces_ev_per_angstrom": [[0.6, -0.2, 3.1], [-1.3, 0.8, -0.5], [-0.3, 0.5, 0.1], [-1.1, -0.6, 0.7], [-0.5, -1.9, -0.8], [-0.4, -0.1, -2.1], [0.1, 0.8, 0.5], [-0.5, 0.9, -0.2], [1.1, 0.7, -2.9], [-1.1, 0.2, -0.5], [0.1, 0.9, 4.0], [0.8, 0.9, 1.7], [0.1, -1.5, 0.6], [2.4, -1.3, -3.6]],
  "lowdin_charge": [-0.398, 0.019, 0.082, 0.053, -0.057, 0.045, 0.046, 0.103, -0.209, 0.475, 0.548, 0.121, 0.191, -0.020]
}